No. 1
ORCA calculation (ωB97M-V with the def2-TZVPD basis set) on C6H7NO2 as an isolated structure at a distorted geometry.

Properties
2S+1 = 1
Total charge = 0
Energy above the lowest of the compared OMol25 structures with the same formula, charge and spin = 194.1 kcal per mole
HOMO energy (alpha / beta) = -8.794 / -8.398 eV
LUMO level (alpha / beta) = -0.0515 / -0.0136 Ha
HOMO-LUMO gap (alpha / beta) = 0.272 / 0.295 Ha

```
16
Properties=species:S:1:pos:R:3:lowdin_charge:R:1
C 0.613 1.074 0.665 -0.035
C 1.477 0.138 -1.399 0.172
C -0.462 0.169 0.562 -0.224
C -0.234 -0.589 -0.604 0.040
C 1.619 1.132 -0.373 -0.314
C -1.550 -0.086 1.521 -0.038
N -0.803 -1.685 -1.216 -0.392
O -0.296 -2.107 -2.262 0.037
O -1.889 -2.106 -0.768 0.043
H 0.938 1.555 1.576 0.117
H 1.743 -0.264 -2.403 0.087
H 1.763 2.119 -0.901 0.158
H 2.531 1.018 0.112 0.106
H -2.568 -0.325 1.184 0.098
H -1.665 0.781 2.061 0.046
H -1.217 -0.822 2.246 0.099
```

***

No. 2
ORCA calculation (ωB97M-V with the def2-TZVPD basis set) on an isolated ion of composition CH4IN2O and charge +1 at a distorted geometry.

Properties
2S+1 = 3
Total charge = +1
Energy above the lowest of the compared OMol25 structures with the same formula, charge and spin = 20.0 kcal per mole
HOMO energy (alpha / beta) = -11.278 / -14.543 eV
LUMO level (alpha / beta) = -0.1466 / -0.3118 Ha
HOMO-LUMO gap (alpha / beta) = 0.268 / 0.223 Ha

```
9
Properties=species:S:1:pos:R:3:lowdin_charge:R:1
C 0.278 0.273 -0.022 -0.857
N -0.429 1.444 0.009 0.151
N -0.444 -0.833 0.054 0.031
O -0.006 -2.114 -0.030 0.174
I 2.346 0.110 0.031 1.065
H -1.283 1.668 -0.426 0.111
H 0.010 2.349 0.111 0.125
H -1.394 -0.793 0.313 0.175
H 0.921 -2.104 -0.041 0.024
```

***

No. 3
ORCA calculation (ωB97M-V with the def2-TZVPD basis set) on C32H42N6O4S2Ti as an isolated structure at a distorted geometry.

Properties
2S+1 = 2
Total charge = -1
Energy above the lowest of the compared OMol25 structures with the same formula, charge and spin = 15.2 kcal per mole
HOMO energy (alpha / beta) = -3.898 / -4.028 eV
LUMO level (alpha / beta) = 0.0788 / 0.0789 Ha
HOMO-LUMO gap (alpha / beta) = 0.222 / 0.227 Ha

```
87
Properties=species:S:1:pos:R:3:lowdin_charge:R:1
Ti 0.337 0.242 -0.876 0.716
C -1.013 -2.386 -1.589 -0.132
C -1.388 -3.091 -0.462 -0.142
C -0.171 -3.277 0.350 -0.130
C 0.858 -2.673 -0.345 -0.079
C 0.391 -2.074 -1.569 -0.335
C 1.214 -2.200 -2.870 -0.558
C 0.956 -1.033 -3.822 -0.067
C 0.809 -3.507 -3.565 -0.054
C 2.712 -2.279 -2.570 -0.051
C 0.082 -3.942 1.708 -0.520
C -0.496 -5.361 1.790 -0.058
C 1.592 -4.097 1.938 -0.071
C -0.432 -3.098 2.888 -0.049
C -2.832 -3.586 -0.320 -0.529
C -2.934 -5.054 -0.775 -0.045
C -3.755 -2.779 -1.246 -0.076
C -3.424 -3.426 1.086 -0.058
H -1.660 -2.130 -2.413 0.080
H 1.891 -2.647 -0.034 0.096
H -0.113 -0.823 -3.920 0.078
H 1.357 -1.250 -4.818 0.086
H 1.439 -0.114 -3.482 0.030
H -0.203 -3.445 -3.966 0.080
H 0.841 -4.341 -2.859 0.088
H 1.490 -3.726 -4.394 0.078
H 3.044 -1.452 -1.943 0.059
H 3.278 -2.227 -3.504 0.087
H 2.966 -3.217 -2.072 0.082
H -0.129 -5.967 0.959 0.090
H -1.579 -5.386 1.766 0.048
H -0.180 -5.834 2.724 0.078
H 2.057 -4.685 1.144 0.090
H 1.763 -4.613 2.887 0.081
H 2.091 -3.130 1.992 0.070
H -1.471 -2.791 2.769 0.056
H 0.179 -2.202 3.000 0.062
H -0.355 -3.663 3.822 0.083
H -2.605 -5.132 -1.813 0.085
H -3.970 -5.402 -0.714 0.079
H -2.315 -5.724 -0.185 0.056
H -3.564 -2.995 -2.297 0.081
H -3.636 -1.704 -1.105 0.047
H -4.796 -3.047 -1.043 0.080
H -2.871 -3.948 1.858 0.044
H -4.447 -3.811 1.100 0.080
H -3.470 -2.369 1.362 0.083
N -0.751 -0.350 0.992 -0.006
N -1.478 0.710 1.586 0.032
C -0.964 1.957 1.315 -0.429
N -1.431 2.982 2.082 0.185
N -0.052 1.994 0.401 0.017
N 0.513 3.320 0.109 -0.482
O -0.288 4.218 -0.036 0.044
O 1.680 3.410 0.374 0.076
H -1.356 -1.136 0.757 0.082
H 0.012 -0.632 1.620 0.058
H -1.727 0.557 2.553 0.146
H -2.356 2.829 2.452 0.108
H -1.294 3.895 1.674 0.088
S -2.025 0.598 -1.784 0.645
C -1.998 2.071 -2.731 -0.684
C -3.188 2.556 -3.278 -0.151
C -3.220 3.711 -4.038 -0.128
C -2.042 4.413 -4.271 -0.126
C -0.854 3.940 -3.740 -0.143
C -0.809 2.773 -2.974 -0.649
S 0.745 2.274 -2.325 0.707
H -4.103 2.006 -3.092 0.087
H -4.160 4.063 -4.446 0.086
H -2.052 5.322 -4.861 0.086
H 0.071 4.478 -3.909 0.091
O 1.726 -0.344 2.195 0.026
C 2.521 0.084 1.359 -0.420
N 2.317 0.230 0.019 0.049
C 3.457 0.775 -0.560 -0.451
O 3.632 1.006 -1.733 0.070
C 4.478 0.976 0.524 -0.081
C 5.765 1.476 0.486 0.001
C 6.456 1.517 1.692 -0.083
C 5.877 1.073 2.880 -0.084
C 4.578 0.572 2.906 -0.004
C 3.905 0.539 1.700 -0.087
H 6.200 1.821 -0.442 0.118
H 7.468 1.903 1.717 0.097
H 6.452 1.124 3.796 0.096
H 4.110 0.226 3.817 0.114
```

***

No. 4
ORCA calculation (ωB97M-V with the def2-TZVPD basis set) on one molecule with the formula C2H5BO2 at a distorted geometry.

Properties
2S+1 = 1
Total charge = 0
Energy above the lowest of the compared OMol25 structures with the same formula, charge and spin = 168.9 kcal per mole
HOMO energy (alpha / beta) = -8.718 / -7.153 eV
LUMO level (alpha / beta) = -0.0243 / -0.0646 Ha
HOMO-LUMO gap (alpha / beta) = 0.296 / 0.198 Ha

```
10
Properties=species:S:1:pos:R:3:lowdin_charge:R:1
B -2.048 1.226 -0.125 0.063
C 1.344 0.269 -0.264 -0.377
C -0.095 -0.363 0.555 -0.077
O 1.704 1.315 0.402 -0.138
O -1.215 0.349 0.148 0.024
H -1.954 2.178 -0.716 0.039
H 1.778 -0.734 -0.248 0.090
H 0.867 0.356 -1.301 0.111
H -0.364 -1.342 0.295 0.096
H 0.341 -0.189 1.632 0.169
```

***

No. 5
ORCA calculation (ωB97M-V with the def2-TZVPD basis set) on C7H7NOS2 as an isolated structure at a distorted geometry.

Properties
2S+1 = 1
Total charge = 0
Energy above the lowest of the compared OMol25 structures with the same formula, charge and spin = 66.4 kcal per mole
HOMO energy = -8.613 eV
LUMO level = -0.0594 Ha
HOMO-LUMO gap = 0.257 Ha

```
18
Properties=species:S:1:pos:R:3:lowdin_charge:R:1
C 2.935 0.294 0.065 -0.125
C 2.647 -0.989 -0.194 -0.104
C 1.951 1.264 0.051 -0.099
C 1.347 -1.398 -0.442 -0.079
C 0.581 0.885 -0.218 -0.670
C 0.364 -0.453 -0.457 -0.348
C -3.363 0.511 0.280 -0.198
N -2.210 0.472 -0.605 -0.441
O -1.628 -1.757 0.594 -0.499
S -0.626 2.072 -0.311 0.910
S -1.431 -0.978 -0.669 0.914
H 3.945 0.605 0.423 0.127
H 3.345 -1.780 0.040 0.111
H 2.310 2.220 0.625 0.144
H 1.031 -2.453 -0.546 0.130
H -3.382 -0.272 0.984 0.034
H -3.495 1.531 0.669 0.083
H -4.321 0.223 -0.289 0.110
```

***

No. 6
ORCA calculation (ωB97M-V with the def2-TZVPD basis set) on a 2-piece molecular cluster, C3H6N5O3 overall at a distorted geometry.

Properties
2S+1 = 1
Total charge = +1
Energy above the lowest of the compared OMol25 structures with the same formula, charge and spin = 142.9 kcal per mole
HOMO energy = -14.064 eV
LUMO level = -0.1739 Ha
HOMO-LUMO gap = 0.343 Ha

```
17
Properties=species:S:1:pos:R:3:lowdin_charge:R:1
C -1.393 0.870 0.817 -0.396
C -0.832 0.933 -0.644 -0.241
C 0.743 -0.196 0.863 -0.106
N -0.483 0.080 1.527 0.081
N -1.164 1.672 -1.540 0.291
N -3.081 -0.696 -0.272 0.021
N -4.151 -0.333 -0.400 -0.018
N 0.358 -0.118 -0.608 0.158
O -2.386 1.467 1.224 0.112
O -5.200 -0.069 -0.038 0.244
O -2.092 -1.111 -0.978 -0.076
H 1.501 0.550 1.060 0.136
H 1.185 -1.181 1.194 0.164
H -0.564 -0.188 2.583 0.228
H -0.901 1.715 -2.469 0.083
H -0.233 -0.883 -1.030 0.164
H 1.044 0.148 -1.260 0.154
```